(1)
Here is a molecular structure, C42H43N2O4S2Ti from OMol25. Energies are from ωB97M-V/def2-TZVPD.

Values from the calculation:
- largest force on an atom (eV Å⁻¹) = 0.601
- relative energy (zero: lowest compared OMol25 entry of this formula, charge and spin) (kJ/mol) = 161.58
- E (Ha) = -3682.69553
- LUMO (spin up / spin down) (eV) = -0.1 / -0.2
- <S²> = 0.754
- highest occupied orbital energy (spin up / spin down) (eV) = -8.256 / -8.417

Structure (ORCA input):
```
! wB97M-V def2-TZVPD RIJCOSX def2/J DEFGRID3
* xyz 0 2
Ti 0.184 -0.545 -0.600
C -0.397 4.244 2.553
C 0.576 3.612 1.584
C 1.626 2.814 2.056
C 1.888 2.670 3.535
C 2.492 2.201 1.144
C 3.712 1.459 1.632
C 2.255 2.319 -0.229
C 3.126 1.567 -1.209
C 1.271 3.196 -0.702
C 1.172 3.404 -2.191
C 0.459 3.880 0.209
C -0.490 4.969 -0.241
H -1.328 4.517 2.064
H 0.009 5.150 3.011
H -0.653 3.562 3.363
H 2.194 1.657 3.797
H 1.020 2.920 4.140
H 2.698 3.333 3.852
H 4.538 1.571 0.931
H 3.533 0.390 1.747
H 4.051 1.839 2.593
H 3.980 2.168 -1.535
H 2.571 1.298 -2.109
H 3.509 0.650 -0.771
H 0.916 2.475 -2.700
H 2.133 3.736 -2.594
H 0.422 4.137 -2.468
H -0.494 5.794 0.470
H -1.520 4.619 -0.335
H -0.206 5.388 -1.202
C -0.498 0.049 2.480
C -0.251 -1.297 1.845
N -1.052 -1.709 0.913
N -1.101 -3.075 0.680
C -0.786 -3.497 -0.488
S -0.013 -2.587 -1.750
S -1.215 -5.193 -0.763
C 0.188 -5.835 -1.679
C 1.479 -6.001 -0.907
C 2.644 -6.269 -1.621
C 3.843 -6.487 -0.964
C 3.894 -6.435 0.423
C 2.743 -6.153 1.140
C 1.540 -5.932 0.479
C 0.962 -2.051 2.254
C 1.155 -2.884 3.342
C 2.403 -3.465 3.536
C 3.436 -3.217 2.639
C 3.255 -2.382 1.544
C 2.018 -1.780 1.366
O 1.777 -0.913 0.357
H -1.373 -0.040 3.129
H -0.705 0.845 1.768
H 0.355 0.351 3.082
H 0.363 -5.259 -2.583
H -0.198 -6.811 -1.992
H 2.608 -6.303 -2.705
H 4.739 -6.696 -1.534
H 4.830 -6.608 0.941
H 2.774 -6.096 2.221
H 0.647 -5.703 1.046
H 0.338 -3.092 4.021
H 2.566 -4.116 4.385
H 4.400 -3.687 2.788
H 4.052 -2.192 0.838
O -1.509 0.947 -0.439
C -2.298 1.045 -1.651
C -1.377 0.477 -2.775
O -1.807 0.243 -3.878
O -0.136 0.316 -2.380
C -2.670 2.498 -1.911
C -3.614 3.094 -1.073
C -4.012 4.404 -1.273
C -3.483 5.135 -2.330
C -2.548 4.550 -3.167
C -2.136 3.240 -2.957
C -3.548 0.192 -1.501
C -4.444 0.117 -2.567
C -5.594 -0.644 -2.457
C -5.868 -1.336 -1.283
C -4.984 -1.257 -0.222
C -3.826 -0.493 -0.328
H -1.442 1.818 -0.020
H -4.066 2.509 -0.279
H -4.751 4.849 -0.619
H -3.803 6.155 -2.501
H -2.135 5.111 -3.996
H -1.425 2.792 -3.636
H -4.229 0.647 -3.484
H -6.280 -0.699 -3.292
H -6.767 -1.934 -1.200
H -5.182 -1.795 0.696
H -3.132 -0.451 0.501
*
```

Löwdin atomic charges, in units of e:
1. Ti 0.928
2. C -0.045
3. C -0.191
4. C -0.196
5. C -0.048
6. C -0.179
7. C -0.021
8. C -0.192
9. C -0.042
10. C -0.173
11. C -0.030
12. C -0.176
13. C -0.032
14. H 0.069
15. H 0.097
16. H 0.068
17. H 0.075
18. H 0.063
19. H 0.095
20. H 0.083
21. H 0.071
22. H 0.074
23. H 0.098
24. H 0.074
25. H 0.065
26. H 0.066
27. H 0.096
28. H 0.051
29. H 0.084
30. H 0.060
31. H 0.072
32. C 0.024
33. C -0.282
34. N -0.031
35. N -0.039
36. C -1.031
37. S 0.732
38. S 0.911
39. C -0.463
40. C -0.277
41. C -0.049
42. C -0.086
43. C -0.096
44. C -0.091
45. C -0.054
46. C -0.124
47. C -0.014
48. C -0.096
49. C -0.087
50. C -0.001
51. C -0.317
52. O -0.224
53. H 0.105
54. H 0.064
55. H 0.082
56. H 0.057
57. H 0.083
58. H 0.114
59. H 0.100
60. H 0.099
61. H 0.095
62. H 0.087
63. H 0.119
64. H 0.102
65. H 0.108
66. H 0.125
67. O -0.083
68. C -0.279
69. C -0.568
70. O 0.117
71. O -0.190
72. C -0.139
73. C -0.026
74. C -0.077
75. C -0.082
76. C -0.067
77. C -0.016
78. C -0.149
79. C -0.014
80. C -0.066
81. C -0.086
82. C -0.070
83. C -0.027
84. H 0.114
85. H 0.128
86. H 0.107
87. H 0.106
88. H 0.111
89. H 0.120
90. H 0.122
91. H 0.104
92. H 0.101
93. H 0.104
94. H 0.091



(2)
Here is 2 unconnected molecules or ions with the total composition C5H15N from OMol25. Energies are from ωB97M-V/def2-TZVPD.

Values from the calculation:
- largest force on an atom (eV Å⁻¹) = 0.689
- relative energy (zero: lowest compared OMol25 entry of this formula, charge and spin) (kJ/mol) = 0.51
- E (Ha) = -254.24191
- LUMO (eV) = 1.0
- highest occupied orbital energy (eV) = -9.390

Structure (ORCA input):
```
! wB97M-V def2-TZVPD RIJCOSX def2/J DEFGRID3
* xyz 0 1
C 0.373 1.894 -0.100
C -0.108 0.690 0.709
C 0.098 0.953 2.198
C -1.585 0.424 0.418
H 0.319 1.687 -1.171
H -0.301 2.722 0.133
H 1.396 2.172 0.150
H 0.457 -0.206 0.443
H -0.212 0.122 2.835
H -0.463 1.832 2.525
H 1.155 1.129 2.410
H -1.769 0.213 -0.637
H -2.025 -0.382 1.006
H -2.154 1.326 0.667
C 1.085 -2.328 -1.324
N 0.342 -1.672 -2.402
H 0.459 -2.704 -0.507
H 1.732 -1.565 -0.890
H 1.727 -3.130 -1.678
H -0.367 -2.294 -2.761
H -0.161 -0.884 -2.023
*
```

Löwdin atomic charges, in units of e:
1. C -0.084
2. C -0.501
3. C -0.095
4. C -0.094
5. H 0.072
6. H 0.080
7. H 0.075
8. H 0.097
9. H 0.074
10. H 0.080
11. H 0.075
12. H 0.064
13. H 0.075
14. H 0.079
15. C -0.204
16. N -0.058
17. H 0.065
18. H 0.058
19. H 0.064
20. H 0.052
21. H 0.024



(3)
Here is a molecular structure, C6H7LiO6Tl at a distorted geometry from OMol25. Energies are from ωB97M-V/def2-TZVPD.

Values from the calculation:
- largest force on an atom (eV Å⁻¹) = 9.635
- relative energy (zero: lowest compared OMol25 entry of this formula, charge and spin) (kJ/mol) = 283.53
- E (Ha) = -862.72337
- LUMO (spin up / spin down) (eV) = -14.5 / -15.7
- highest occupied orbital energy (spin up / spin down) (eV) = -20.356 / -20.408

Structure (ORCA input):
```
! wB97M-V def2-TZVPD RIJCOSX def2/J DEFGRID3
* xyz 3 1
Tl 1.147 -3.094 1.608
O 1.411 -1.280 1.030
O -0.577 -0.551 -0.825
C -1.390 -1.666 -1.168
C -1.754 -2.341 0.145
O -0.587 -2.166 0.977
C 0.222 -1.078 0.633
H -2.292 -1.322 -1.689
H -0.792 -2.349 -1.787
H -1.946 -3.412 0.042
H -2.580 -1.843 0.665
Li 3.435 4.338 -1.277
O 1.723 3.452 -1.949
O 0.802 1.812 -0.742
C 0.347 1.517 0.473
C -0.433 0.287 0.714
O 2.676 2.914 -0.018
C 1.874 2.753 -0.944
H 0.352 2.513 0.952
H -0.512 1.446 1.601
H -1.125 0.073 1.556
*
```

Löwdin atomic charges, in units of e:
1. Tl 1.582
2. O -0.026
3. O 0.052
4. C -0.054
5. C -0.024
6. O -0.173
7. C -0.481
8. H 0.181
9. H 0.176
10. H 0.175
11. H 0.168
12. Li 0.898
13. O 0.075
14. O 0.196
15. C 0.034
16. C 0.053
17. O 0.034
18. C -0.685
19. H 0.219
20. H 0.378
21. H 0.220



(4)
Here is C4H9NO2 in the gas phase at a distorted geometry from OMol25. Energies are from ωB97M-V/def2-TZVPD.

Values from the calculation:
- largest force on an atom (eV Å⁻¹) = 1.984
- relative energy (zero: lowest compared OMol25 entry of this formula, charge and spin) (kJ/mol) = 121.48
- E (Ha) = -363.03927
- LUMO (eV) = 0.9
- highest occupied orbital energy (eV) = -9.806

Structure (ORCA input):
```
! wB97M-V def2-TZVPD RIJCOSX def2/J DEFGRID3
* xyz 0 1
C -2.183 -0.726 -0.091
C -0.834 -0.223 -0.589
O -0.950 1.180 -0.715
C 0.287 -0.564 0.407
N 1.585 0.009 0.039
C 2.211 1.108 0.510
O 3.305 1.364 0.031
H -2.192 -1.810 0.056
H -2.981 -0.484 -0.799
H -2.417 -0.242 0.865
H -0.591 -0.667 -1.570
H -0.115 1.502 -1.079
H -0.019 -0.153 1.383
H 0.357 -1.652 0.538
H 2.351 -0.274 -0.598
H 1.716 1.703 1.291
*
```

Löwdin atomic charges, in units of e:
1. C -0.051
2. C -0.449
3. O -0.037
4. C -0.141
5. N 0.020
6. C -0.376
7. O -0.007
8. H 0.082
9. H 0.084
10. H 0.087
11. H 0.144
12. H 0.088
13. H 0.132
14. H 0.126
15. H 0.161
16. H 0.141



(5)
Here is 2 unconnected molecules or ions with the total composition C26H28N at a distorted geometry from OMol25. Energies are from ωB97M-V/def2-TZVPD.

Values from the calculation:
- largest force on an atom (eV Å⁻¹) = 1.578
- relative energy (zero: lowest compared OMol25 entry of this formula, charge and spin) (kJ/mol) = 62.93
- E (Ha) = -1062.01076
- LUMO (eV) = -5.8
- highest occupied orbital energy (eV) = -9.931

Structure (ORCA input):
```
! wB97M-V def2-TZVPD RIJCOSX def2/J DEFGRID3
* xyz 1 1
C -4.033 -2.921 1.551
C -2.892 -3.272 0.583
C -1.593 -2.564 0.995
N -1.762 -1.101 1.186
C -0.622 -0.252 1.186
C 0.435 -0.467 0.390
C -0.575 0.869 2.153
C -0.892 2.166 1.763
C -0.875 3.195 2.679
C -0.535 2.945 3.994
C -0.201 1.665 4.392
C -0.223 0.634 3.479
C -2.920 -0.710 2.020
C -4.226 -1.399 1.609
H -4.965 -3.434 1.274
H -3.787 -3.294 2.555
H -2.745 -4.361 0.531
H -3.170 -2.968 -0.434
H -1.207 -2.981 1.931
H -0.816 -2.737 0.245
H 1.291 0.172 0.448
H 0.460 -1.252 -0.335
H -1.145 2.354 0.734
H -1.128 4.197 2.370
H -0.520 3.751 4.710
H 0.077 1.474 5.416
H 0.038 -0.365 3.780
H -2.675 -0.935 3.062
H -3.023 0.377 1.956
H -4.545 -1.032 0.625
H -5.042 -1.133 2.296
C 1.508 0.262 -2.933
C 1.320 1.553 -2.370
C 0.059 2.157 -2.577
C -0.234 3.401 -2.080
C 0.716 4.097 -1.356
C 1.967 3.546 -1.143
C 2.273 2.301 -1.642
C 2.574 -0.678 -2.929
C 2.386 -1.852 -3.693
C 3.348 -2.827 -3.765
C 4.538 -2.675 -3.077
C 4.755 -1.544 -2.308
C 3.795 -0.562 -2.227
H 0.649 -0.081 -3.488
H -0.679 1.622 -3.151
H -1.205 3.836 -2.263
H 0.481 5.073 -0.965
H 2.709 4.101 -0.590
H 3.264 1.924 -1.497
H 1.461 -1.972 -4.232
H 3.173 -3.710 -4.359
H 5.291 -3.442 -3.135
H 5.682 -1.438 -1.764
H 3.983 0.283 -1.599
*
```

Löwdin atomic charges, in units of e:
1. C -0.207
2. C -0.181
3. C -0.155
4. N -0.073
5. C -0.279
6. C 0.042
7. C -0.216
8. C -0.044
9. C -0.081
10. C -0.082
11. C -0.070
12. C -0.027
13. C -0.161
14. C -0.177
15. H 0.111
16. H 0.113
17. H 0.113
18. H 0.112
19. H 0.125
20. H 0.098
21. H 0.051
22. H 0.035
23. H 0.102
24. H 0.102
25. H 0.105
26. H 0.108
27. H 0.121
28. H 0.121
29. H 0.119
30. H 0.114
31. H 0.115
32. C 0.134
33. C -0.187
34. C 0.010
35. C -0.045
36. C -0.018
37. C -0.031
38. C 0.014
39. C -0.179
40. C 0.008
41. C -0.039
42. C -0.014
43. C -0.034
44. C 0.019
45. H 0.127
46. H 0.126
47. H 0.122
48. H 0.124
49. H 0.122
50. H 0.096
51. H 0.124
52. H 0.121
53. H 0.124
54. H 0.122
55. H 0.096